A cluster of 40 separate species, H80O40 in total in a non-equilibrium geometry. Source: OMol25; level of theory: wB97M-V/def2-TZVPD.

XYZ file:
```
120
Properties=species:S:1:pos:R:3:forces:R:3
H -4.545 -2.450 2.191 -0.473 0.915 0.516
H -4.856 -1.666 1.054 -0.137 0.916 -0.705
O -5.015 -1.608 1.987 0.125 -1.540 0.947
H -2.581 5.237 3.207 -0.426 0.395 -0.071
H -3.537 4.454 2.380 -0.234 0.104 0.142
O -3.507 4.923 3.229 0.744 -0.585 -0.243
H 1.913 -3.847 -2.415 0.217 -0.869 1.154
H 1.644 -2.403 -1.659 0.155 -1.169 -0.259
O 1.664 -2.925 -2.484 -0.625 1.815 -0.647
H -2.593 2.981 4.239 -0.071 -0.579 1.286
H -2.390 2.370 5.733 -0.088 0.402 -0.674
O -2.383 2.179 4.783 -0.027 0.343 -0.780
H -2.488 2.519 -1.371 1.380 1.794 -0.861
H -2.465 4.013 -1.101 1.178 -0.967 -1.123
O -1.969 3.334 -1.657 -2.866 -0.605 1.849
H 4.742 1.546 2.172 -0.339 0.153 0.215
O 5.001 2.483 2.237 0.134 -0.356 0.503
H 0.567 -1.764 1.684 0.502 0.401 -0.833
O 0.260 -2.286 2.408 -1.169 0.839 0.975
H -0.036 -5.200 -3.603 -0.279 -0.888 -0.033
H -1.294 -5.465 -2.885 -0.812 0.122 0.603
O -0.621 -5.948 -3.349 1.224 0.829 -1.109
H -0.735 2.063 3.057 -0.312 -0.461 0.828
H 0.253 2.461 2.069 0.865 -0.124 0.005
O 0.218 2.044 2.933 -0.086 0.177 -0.140
H -0.213 -2.369 -3.082 0.593 0.882 -0.154
H -0.528 -0.728 -3.069 0.769 0.120 -0.730
O -0.788 -1.619 -2.859 -1.478 -0.635 0.735
H -5.114 -2.022 -0.636 -0.984 0.433 -0.951
H -5.700 -0.776 -1.601 1.416 -1.395 1.669
O -5.023 -1.092 -0.913 -0.764 0.430 -1.457
H -3.181 1.214 -4.377 0.067 0.241 -0.927
O -3.559 0.544 -4.963 -0.727 -0.382 1.152
H -0.464 6.216 3.079 -0.033 0.215 -0.042
H -0.788 5.821 1.665 -0.223 -0.110 0.305
O -1.090 6.416 2.372 0.282 0.003 0.220
H -3.681 -2.186 4.384 -0.805 0.637 0.220
H -2.446 -2.885 4.153 0.875 0.183 -0.123
O -2.770 -1.977 4.194 0.041 -0.702 -0.140
H 2.065 1.062 2.305 -0.012 -0.090 -0.400
H 2.813 0.952 0.884 -0.715 -0.709 0.735
O 2.790 0.646 1.811 0.229 0.020 0.254
H 4.358 3.285 -4.333 -0.031 0.028 0.103
H 4.092 3.224 -2.764 1.618 -1.651 -3.188
O 4.682 2.815 -3.559 -0.128 1.320 2.408
H -2.377 -0.385 2.653 -0.290 0.489 -0.819
H -3.283 0.402 1.612 -0.168 -0.018 0.251
O -2.438 -0.047 1.725 0.560 -0.392 0.781
H 2.097 4.062 3.245 1.728 -0.299 -1.334
H 3.563 3.550 2.737 0.243 -0.406 0.222
O 2.773 4.045 2.492 -2.073 0.761 1.416
H -2.692 -1.640 1.011 -0.029 0.844 -0.104
O -2.971 -2.298 0.346 -0.277 -0.371 -0.907
H -0.017 4.017 -2.289 0.143 0.144 0.602
H 0.847 4.924 -1.301 0.323 0.188 -0.955
O -0.014 4.530 -1.465 0.766 0.947 0.115
H 2.199 -2.768 4.219 -2.525 1.535 1.743
O 1.493 -2.412 4.898 2.462 -1.388 -0.866
H 1.829 -1.586 -4.023 -1.264 -0.539 0.308
H 3.222 -1.656 -3.982 1.129 -0.100 0.100
O 2.552 -1.341 -4.578 0.480 0.065 -0.698
H 1.366 -6.241 -2.046 0.286 0.218 -0.410
H 1.529 -5.503 -0.782 1.018 0.314 -0.568
O 1.970 -5.572 -1.675 -1.259 -0.480 0.718
H 6.161 -2.091 -0.308 0.427 -0.018 -0.061
H 5.829 -2.994 -1.538 0.669 -0.381 -0.604
O 5.468 -2.514 -0.810 -0.916 0.342 0.535
H 1.149 3.706 -0.060 -0.111 0.558 -0.511
H 1.907 3.426 1.341 -0.100 0.064 -0.868
O 1.424 3.034 0.544 1.463 -1.568 0.947
H 2.158 0.494 -4.799 0.384 0.421 -0.273
H 1.220 0.387 -3.744 -0.388 0.316 0.765
O 1.569 1.080 -4.301 -0.354 -0.262 -0.612
H -2.657 0.664 -1.572 0.012 0.162 0.191
H -2.834 0.272 -2.985 -0.115 0.010 -0.121
O -2.730 1.073 -2.447 -0.123 -1.585 0.093
H 2.896 -4.871 0.935 -0.231 0.071 0.883
H 1.534 -5.241 1.820 1.204 0.294 0.166
O 1.948 -5.023 0.973 -1.133 -0.329 -0.870
H -0.748 4.486 0.074 -0.010 -1.621 1.536
H -0.414 3.183 0.941 -0.393 0.846 -0.872
O -0.774 4.080 1.013 -1.185 1.283 -0.909
H -5.279 4.114 -0.613 -0.103 0.028 -0.191
H -4.383 3.331 -1.642 -0.236 0.293 0.128
O -4.382 3.838 -0.817 -0.195 -0.124 0.100
H 4.602 0.783 -0.542 0.853 -0.166 1.277
H 3.605 2.003 0.193 1.197 -0.024 0.371
O 3.923 1.433 -0.504 -2.405 0.360 -2.385
H 3.904 -2.708 0.189 0.622 0.046 -0.900
O 3.210 -2.407 0.760 -2.212 1.063 -0.185
H -2.222 -3.872 -0.465 -0.701 0.562 0.106
H -3.103 -3.327 -1.655 2.276 -3.089 0.962
O -2.533 -4.167 -1.333 -2.261 2.945 -1.820
H -3.340 -1.805 -0.432 0.893 0.041 1.258
H 5.746 2.508 2.852 -0.036 0.059 -0.284
H 0.909 -1.799 4.442 0.210 -0.246 -0.659
H 0.454 -3.196 2.264 0.586 -0.849 -0.157
H -3.192 0.564 -5.835 0.592 0.388 -0.513
H 2.513 -1.948 0.192 1.643 -0.886 1.249
O 0.405 -4.817 3.446 -0.092 0.330 -1.202
H 0.655 -5.135 4.312 -0.242 -0.452 0.122
H -0.107 -5.432 2.901 0.020 -0.330 0.969
O -5.079 1.131 0.780 -0.542 0.234 0.534
H -5.718 1.628 0.253 0.360 -0.001 0.071
H -5.574 0.912 1.589 0.274 -0.102 -0.297
O -0.234 -1.366 -0.173 0.974 0.741 -1.259
H -0.380 -1.395 -1.149 -0.074 -0.289 0.522
H -0.762 -2.079 0.145 -0.804 -0.664 0.579
O -1.112 -6.151 -0.678 -0.098 0.882 0.531
H -1.310 -5.179 -0.838 0.403 -2.575 -0.044
H -1.888 -6.653 -0.986 0.465 0.616 0.174
O 2.453 3.010 -2.691 -3.120 0.224 0.077
H 2.158 2.177 -2.276 0.572 0.162 0.157
H 1.805 2.980 -3.447 1.338 0.133 0.646
O 5.800 3.238 -0.272 1.915 1.265 -0.093
H 5.563 3.103 -1.191 -0.647 -0.399 0.306
H 5.215 2.932 0.414 -0.269 -0.173 -0.402
O 0.876 0.994 -1.250 0.566 0.594 -0.028
H 0.219 0.422 -0.885 -0.747 -0.727 0.467
H 1.125 1.518 -0.462 0.102 0.114 -0.435
```
Positions in Å, forces in eV/Å.

Output
- HOMO energy: -9.4913 eV
- Gap between HOMO and LUMO: 0.329 hartree
- Relative energy (zero: lowest compared OMol25 entry of this formula, charge and spin): 892.0 kJ/mol
- Total charge: 0


A structure of composition C32H33FeN6O3PS in a non-equilibrium geometry. Source: OMol25; level of theory: wB97M-V/def2-TZVPD.

XYZ file:
```
77
Properties=species:S:1:pos:R:3:forces:R:3
Fe 0.236 -1.207 -0.476 -0.038 -0.343 1.201
O 0.277 -3.874 6.633 0.050 -0.112 -0.034
N 1.028 -3.280 5.840 -0.103 0.333 0.056
O 2.105 -2.767 6.216 0.016 -0.126 -0.014
C 0.608 -3.131 4.512 0.004 -0.057 -0.092
C -0.635 -3.684 4.171 0.006 -0.023 0.034
C -1.174 -3.524 2.895 0.023 0.023 -0.006
C -2.445 -4.027 2.496 0.009 0.021 -0.020
C -2.919 -3.767 1.242 -0.032 -0.048 0.060
C -2.148 -3.000 0.350 -0.055 0.012 -0.072
N -0.962 -2.537 0.692 0.114 0.039 0.009
C -0.465 -2.794 1.914 0.028 -0.014 0.027
C 0.848 -2.265 2.226 -0.113 -0.004 -0.045
N 1.478 -1.601 1.232 -0.067 0.008 -0.077
C 2.673 -1.068 1.468 0.045 0.027 -0.011
C 3.296 -1.174 2.696 -0.035 -0.022 -0.006
C 2.666 -1.847 3.726 0.023 0.024 -0.058
C 1.397 -2.420 3.522 0.048 -0.039 0.148
H -1.176 -4.226 4.931 -0.005 0.003 -0.001
H -3.025 -4.606 3.205 -0.001 0.002 -0.007
H -3.885 -4.139 0.926 0.006 0.009 -0.010
H -2.495 -2.754 -0.647 0.006 -0.007 0.020
H 3.135 -0.541 0.645 0.009 -0.007 0.018
H 4.271 -0.730 2.845 0.001 0.002 0.003
H 3.130 -1.939 4.692 -0.017 -0.012 0.002
C 3.560 1.378 -3.653 0.014 0.035 0.070
N 2.427 0.781 -4.486 0.015 -0.011 -0.060
C 1.421 1.897 -4.796 -0.060 0.065 0.054
N 0.984 2.552 -3.619 0.022 0.021 -0.068
C 2.124 3.072 -2.877 -0.023 0.016 0.017
N 3.061 2.025 -2.497 0.029 -0.021 -0.003
C 2.435 1.073 -1.552 -0.104 -0.092 0.048
P 0.832 0.120 -2.177 -0.086 0.284 -0.584
C 1.747 -0.358 -3.774 -0.019 -0.065 0.070
C 0.085 1.722 -2.791 0.028 -0.030 0.101
H 4.076 2.085 -4.305 -0.012 0.005 -0.006
H 4.225 0.556 -3.390 -0.009 -0.019 -0.016
H 2.814 0.458 -5.374 0.003 -0.024 0.012
H 0.587 1.429 -5.317 0.005 -0.023 -0.013
H 1.941 2.592 -5.458 0.032 0.001 0.004
H 1.764 3.565 -1.976 -0.007 0.004 -0.003
H 2.645 3.806 -3.498 0.007 -0.001 0.000
H 2.157 1.608 -0.638 0.024 0.019 -0.019
H 3.177 0.315 -1.282 0.012 0.014 -0.033
H 1.009 -0.781 -4.457 0.006 0.029 0.009
H 2.492 -1.119 -3.539 0.034 0.000 -0.050
H -0.213 2.306 -1.917 -0.018 0.033 -0.025
H -0.822 1.508 -3.359 0.018 -0.030 -0.008
C -0.431 -1.051 -2.168 0.191 0.108 -0.798
C -1.684 -0.998 -2.897 -0.102 0.100 0.269
C -1.850 -1.681 -4.115 0.027 -0.018 -0.019
C -3.019 -1.578 -4.854 -0.025 0.022 0.012
C -4.076 -0.794 -4.406 0.049 -0.028 -0.014
C -3.944 -0.126 -3.195 0.018 0.006 0.038
C -2.778 -0.231 -2.450 -0.048 -0.012 -0.045
H -1.041 -2.316 -4.460 -0.018 -0.003 -0.016
H -3.113 -2.122 -5.787 0.021 -0.009 0.004
H -4.988 -0.717 -4.983 0.001 -0.001 0.003
H -4.764 0.477 -2.822 0.014 0.001 0.009
H -2.686 0.282 -1.499 -0.017 -0.001 -0.010
C -1.907 0.165 3.350 -0.008 0.025 -0.021
S -0.429 0.666 2.466 0.083 -0.015 0.009
O -0.762 0.545 1.007 0.038 -0.067 -0.061
C -0.520 2.410 2.850 -0.001 -0.020 0.001
C -0.030 2.858 4.068 0.006 0.013 -0.006
C -0.096 4.212 4.361 0.008 -0.005 0.018
C -0.632 5.098 3.435 0.000 -0.001 -0.007
C -1.102 4.636 2.214 -0.001 -0.038 -0.009
C -1.046 3.281 1.913 -0.026 0.059 -0.003
H -2.752 0.707 2.927 -0.019 -0.031 0.024
H -1.777 0.394 4.408 -0.013 -0.014 -0.001
H -2.014 -0.910 3.210 -0.012 0.004 0.005
H 0.405 2.159 4.775 -0.005 0.014 -0.002
H 0.280 4.576 5.308 -0.003 0.002 -0.003
H -0.676 6.155 3.666 0.000 -0.002 -0.003
H -1.514 5.331 1.493 0.002 0.000 0.004
H -1.400 2.887 0.969 0.008 0.008 0.001
```
Positions in Å, forces in eV/Å.

Output
- HOMO energy (alpha / beta): -4.9985 / -6.0002 eV
- Gap between HOMO and LUMO (alpha / beta): 0.169 / 0.206 hartree
- Relative energy (zero: lowest compared OMol25 entry of this formula, charge and spin): 0.0 kJ/mol
- Total charge: 0
- 2S+1: 5


A structure of composition C28H28AsN3OS5Tl. Source: OMol25; level of theory: wB97M-V/def2-TZVPD.

XYZ file:
```
67
Properties=species:S:1:pos:R:3:forces:R:3
Tl 0.510 0.270 -0.697 0.288 0.092 -0.343
O -1.608 0.417 0.806 -0.051 -0.269 0.103
C -2.609 -0.529 1.142 0.218 0.135 0.258
C -3.794 -0.509 0.210 -0.268 -0.026 0.014
C -3.427 -0.773 -1.240 0.014 -0.124 -0.104
C -2.773 -2.115 -1.427 -0.007 -0.093 -0.193
C -3.536 -3.288 -1.412 0.037 0.027 0.057
C -2.924 -4.507 -1.634 0.051 0.007 -0.050
C -1.559 -4.531 -1.894 0.011 -0.002 0.068
C -0.874 -3.328 -1.870 -0.052 0.014 -0.013
N -1.451 -2.151 -1.628 -0.106 -0.005 -0.022
H -2.035 1.289 0.618 -0.023 -0.008 -0.017
H -2.968 -0.330 2.159 0.053 -0.092 0.090
H -2.131 -1.515 1.139 0.034 0.053 0.000
H -4.268 0.472 0.275 -0.076 -0.033 -0.016
H -4.514 -1.261 0.560 0.000 0.053 0.043
H -2.766 0.014 -1.610 -0.055 -0.114 0.008
H -4.343 -0.746 -1.837 0.026 0.026 -0.056
H -4.605 -3.228 -1.235 0.048 0.016 -0.013
H -3.500 -5.425 -1.624 0.016 0.028 -0.007
H -1.037 -5.458 -2.100 -0.015 0.033 0.023
H 0.196 -3.295 -2.063 -0.043 -0.016 0.056
S -2.985 2.988 -0.257 -0.021 0.420 -0.311
As -1.241 3.107 -1.502 0.239 -0.462 0.239
S -1.058 1.408 -2.799 -0.079 0.279 -0.230
S 0.607 3.302 -0.435 -0.092 -0.120 -0.049
S -1.605 4.961 -2.594 -0.212 0.217 -0.080
C 1.185 -2.804 0.804 0.008 -0.032 0.142
C 0.719 -4.103 1.000 -0.054 -0.027 0.045
C -0.478 -4.342 1.728 0.009 0.041 -0.044
C -0.966 -5.613 1.900 -0.032 -0.025 0.043
C -0.285 -6.710 1.353 -0.033 -0.079 -0.008
C 0.903 -6.502 0.637 -0.013 -0.074 0.018
C 1.399 -5.233 0.473 -0.011 0.019 -0.044
C -0.801 -8.040 1.528 0.093 0.261 -0.032
N -1.215 -9.104 1.671 -0.015 -0.058 0.002
H 2.115 -2.602 0.287 -0.063 -0.012 -0.014
H 0.623 -1.956 1.169 0.090 0.023 0.064
H -1.004 -3.492 2.147 -0.016 -0.017 -0.009
H -1.877 -5.782 2.460 -0.011 0.022 -0.016
H 1.419 -7.354 0.217 0.033 -0.008 -0.007
H 2.314 -5.076 -0.084 0.017 -0.012 -0.010
N 1.693 0.741 1.911 0.126 -0.313 0.321
S 1.427 1.378 3.337 -0.121 0.221 -0.291
C -0.172 2.190 3.278 -0.022 -0.015 0.265
C -1.387 1.593 3.590 0.062 0.073 -0.080
C -2.552 2.335 3.475 0.014 0.023 0.039
C -2.503 3.652 3.038 0.007 0.003 0.067
C -1.289 4.236 2.714 0.000 -0.002 0.065
C -0.118 3.506 2.839 -0.002 0.029 0.095
C 1.061 0.020 4.453 0.116 0.063 0.079
C 1.494 -1.240 4.089 -0.090 -0.133 -0.064
C 1.294 -2.314 4.952 0.000 0.065 0.022
C 0.700 -2.108 6.188 -0.006 -0.035 -0.059
C 0.305 -0.828 6.564 0.042 0.014 0.012
C 0.487 0.241 5.701 0.014 0.011 -0.002
H 2.543 1.167 1.547 -0.026 0.032 0.136
H -1.432 0.559 3.899 0.017 -0.030 0.002
H -3.504 1.874 3.708 -0.004 0.004 -0.014
H -3.419 4.218 2.925 0.030 -0.028 -0.025
H -1.254 5.249 2.338 0.003 -0.019 -0.034
H 0.836 3.950 2.580 -0.070 -0.018 -0.027
H 1.969 -1.358 3.124 -0.028 -0.026 -0.044
H 1.605 -3.307 4.652 0.006 0.016 0.011
H 0.544 -2.942 6.862 0.010 0.016 -0.009
H -0.142 -0.662 7.537 -0.016 0.001 -0.029
H 0.171 1.236 5.990 0.001 -0.012 -0.018
```
Positions in Å, forces in eV/Å.

Output
- HOMO energy (alpha / beta): -4.4405 / -4.4760 eV
- Gap between HOMO and LUMO (alpha / beta): 0.200 / 0.183 hartree
- Relative energy (zero: lowest compared OMol25 entry of this formula, charge and spin): 134.8 kJ/mol
- Total charge: -1


- relative energy (zero: lowest compared OMol25 entry of this formula, charge and spin) of number 3 (C28H28AsN3OS5Tl)?
  134.8 kJ/mol


- Which value of total charge does entry 2 give?
  0


- Number 1 is which compound?
  H80O40


- Look up the relative energy (zero: lowest compared OMol25 entry of this formula, charge and spin) of the second one.
  0.0 kJ/mol